Entry 1:
The following is a quantum chemistry calculation of 3 unconnected molecules or ions with the total composition C34H57BBrN3O10 at a distorted geometry, from the Open Molecules 2025 dataset.

The geometry in ORCA input format:
```
! wB97M-V def2-TZVPD RIJCOSX def2/J DEFGRID3
* xyz 0 1
O 2.419 -1.127 -4.130
H -4.252 -0.983 9.057
H 7.015 3.326 -4.606
O 4.791 4.268 -5.768
C 2.041 2.063 1.896
H 1.936 1.621 4.776
H -5.768 0.823 -5.432
C 0.739 1.383 -4.105
C -3.874 0.595 2.842
H 1.000 1.706 -5.145
H 1.627 -4.955 4.450
H -0.419 -0.993 3.934
H -1.348 -1.002 -5.231
H 0.013 1.668 1.198
O -1.935 -0.786 2.433
C -3.585 1.880 -0.273
H -3.014 1.091 -0.823
H -2.580 0.299 6.831
C -1.840 1.152 -3.820
C 2.527 -0.846 -2.749
C 1.285 -4.330 3.572
C -2.904 -0.512 3.443
H 2.197 -4.243 2.906
H -1.329 -1.516 8.037
H 0.866 0.136 5.176
H -4.663 -1.624 6.754
H -5.260 1.012 -3.725
H 5.080 2.572 -6.860
H 0.138 2.444 3.581
C -0.793 -1.489 2.988
O 3.681 -2.884 -1.955
N -2.337 0.944 -5.197
C 1.987 -1.880 -0.447
H -5.178 2.063 1.315
C 2.326 0.407 -2.253
C 6.435 2.606 -5.192
C 0.468 -2.869 1.254
C 0.729 1.126 1.889
B -0.236 -4.244 1.738
H 5.317 4.918 -5.286
O -3.878 -0.841 -5.154
C 0.241 -1.544 1.841
H 2.971 1.446 1.954
H -2.676 1.592 -3.205
C -3.675 -0.160 8.624
C -0.613 2.170 -3.730
H -3.521 -1.413 3.711
C 1.927 1.651 -3.101
H -4.357 0.688 8.526
H -0.811 2.918 -4.550
H -4.778 2.325 -4.974
H -2.414 -0.029 4.331
H 0.235 -6.607 1.337
C -2.171 -1.740 7.379
H 5.734 2.128 -4.504
H 0.930 -3.338 3.944
H 2.808 2.152 -3.597
C 0.922 -0.303 1.333
C 5.686 3.301 -6.318
H -1.730 -3.858 0.551
H -2.070 -0.445 -6.853
C -1.562 -0.124 -5.906
N 0.169 -5.059 2.900
H -2.882 2.588 0.237
C 6.644 3.986 -7.280
O 3.904 -0.128 -5.207
H 6.092 4.489 -8.077
C 1.300 0.785 4.374
C 0.676 -6.352 2.338
H 2.041 2.823 2.709
O -4.164 0.187 1.500
O 3.466 1.268 -0.389
C 2.571 0.516 -0.689
H -2.696 -2.616 7.770
Br 1.633 -4.854 -0.695
H -4.172 2.490 -1.022
H 1.550 2.420 -2.361
C -3.680 0.354 -5.060
H -4.800 0.729 3.473
H 2.023 0.119 3.811
C 1.371 -3.074 0.081
H -0.546 0.251 -6.230
H -0.833 0.964 3.574
H -1.782 -2.016 6.395
H -2.878 0.111 9.319
H -1.574 0.179 -3.299
H -1.210 -2.469 3.343
C 1.793 -0.522 0.149
H -5.457 0.817 0.037
H 0.402 -7.180 3.052
C 0.191 1.340 3.350
H -3.358 1.605 2.821
H 0.441 0.298 -4.082
C -4.669 1.264 0.711
H -0.556 2.681 -2.738
O -4.184 -0.874 6.381
N 3.746 -1.149 -4.654
O -1.362 -4.657 0.975
C 2.862 -2.033 -1.760
H 7.116 1.846 -5.581
H 7.331 3.267 -7.732
H 7.230 4.754 -6.765
C -3.112 -0.550 7.266
H 2.027 2.637 0.926
C -4.953 1.239 -4.784
H 1.785 -6.264 2.196
*
```

The structure (SMILES) is CCOCCOCc1c(B(O)N(C)C)c(Br)c2c(c1[C@H](C)CC)C(=O)C(CCCCN(C)C(C)=O)=C(ON=O)C2=O.CC(C)O.CC(C)O. The orbital gap is 8.49 eV. As for the LUMO energy: -0.6 eV.

Entry 2:
The following is a quantum chemistry calculation of a molecular structure, C34H57CuN4OP2 at a distorted geometry, from the Open Molecules 2025 dataset.

The geometry in ORCA input format:
```
! wB97M-V def2-TZVPD RIJCOSX def2/J DEFGRID3
* xyz 1 2
H 3.505 3.820 0.851
H 1.336 -2.632 5.404
H 5.643 -0.936 -1.012
C 3.854 -0.736 0.271
H -2.985 0.741 4.142
H 4.904 -0.567 -2.781
H 4.574 -2.627 1.009
H 1.698 1.195 -3.459
C -2.289 3.341 -0.088
H -1.897 3.846 0.802
H -4.390 -0.335 4.027
H 0.239 3.724 3.703
H 0.932 -4.961 4.415
H -0.937 4.500 -2.977
C -1.044 2.626 -4.058
H 2.368 2.213 -1.555
H 3.469 1.378 -3.308
H -2.950 1.591 -4.180
H -1.920 -2.095 1.971
H 2.814 -2.602 0.739
C 0.603 -4.146 2.423
H 2.477 4.674 2.984
C -0.603 1.864 -2.853
C 1.004 -1.686 3.509
C -3.145 2.124 0.281
H 0.759 0.351 3.579
C -3.656 1.480 -1.021
C -1.006 -1.136 -0.447
H 2.561 -0.182 1.948
H -3.901 -1.364 0.453
H -4.839 -1.673 1.923
H 0.574 1.969 -5.348
H -4.253 2.226 -1.572
H -1.927 4.576 -4.453
N -0.229 1.245 -1.940
C -2.370 -1.510 2.779
H -3.039 -2.174 3.350
C 0.150 2.325 2.058
H 0.419 -5.093 1.915
H 2.780 0.385 -4.607
H -1.454 3.060 -0.738
H 4.213 -2.172 -2.365
H 4.165 -0.744 2.421
C 2.573 3.415 1.239
H 4.099 -1.544 -4.009
C -3.774 0.388 3.472
C 3.778 -2.268 0.339
H -2.397 2.278 -5.728
H 0.951 3.420 -4.376
C -4.298 2.604 1.170
C 1.989 2.333 0.575
H 3.934 -2.749 -0.635
H -2.818 1.177 -1.666
C 5.261 -0.312 -0.196
C 3.619 -0.150 1.673
C -2.069 1.777 -4.808
H -1.547 2.091 3.358
H -5.058 -0.145 1.067
H 1.326 -0.383 5.042
N 0.757 -1.753 2.188
C -1.128 1.794 2.391
H 1.779 -1.901 -4.115
H 3.777 1.892 -0.541
C 1.980 3.892 2.410
C -4.309 -0.892 1.357
H 5.950 -0.456 0.653
H 0.397 -3.019 0.579
Cu 0.015 0.308 -0.118
P -2.063 0.845 1.231
H -0.115 3.546 -5.794
H -4.299 0.608 -0.843
C 0.570 -2.974 1.664
H -3.918 3.031 2.108
H 5.325 0.742 -0.494
C 0.167 2.906 -4.948
N 1.212 -0.437 4.039
N 0.815 1.818 0.959
C 2.658 0.678 -3.551
C 0.875 -4.067 3.794
C 2.700 1.704 -0.635
C 1.098 -2.816 4.354
O -1.679 -1.955 -0.930
H -1.572 -1.179 3.453
C 1.592 -1.550 -3.087
H -5.029 1.817 1.394
C 2.718 -0.580 -2.680
H 3.976 0.887 1.749
H 1.564 -2.433 -2.433
C 0.770 3.363 2.820
H 0.607 -1.067 -3.067
C -1.658 3.946 -3.595
H -4.421 1.232 3.222
H -2.565 3.764 -3.002
H -1.628 0.809 -5.083
H -4.840 3.404 0.642
H -2.914 4.064 -0.636
C 4.067 -1.255 -2.946
C -3.190 -0.327 2.253
P 2.403 -0.123 -0.828
*
```

The orbital gap (alpha / beta) is 7.87 / 5.13 eV. As for the LUMO energy (alpha / beta): -1.7 / -4.1 eV.